Entry 1:
This record from the OMol25 dataset describes C2BrI3O as an isolated structure in a non-equilibrium geometry. The level of theory is ωB97M-V/def2-TZVPD.

```
7
C2BrI3O, DFT ωB97M-V/def2-TZVPD
C 1.22481 0.15967 -0.06065
C -0.84728 0.10275 0.01378
O 1.76176 1.20254 0.06293
Br 1.97612 -1.59110 -0.05333
I -1.33852 -1.18778 -1.64204
I -1.39502 -0.82394 1.82697
I -1.38187 2.13786 -0.14765
```

Output
Calculated total energy = -3618.4743 hartree
Relative energy (zero: lowest compared OMol25 entry of this formula, charge and spin) = 1.348 eV
Multiplicity = 1
Gap between HOMO and LUMO = 8.130 eV



Entry 2:
This record from the OMol25 dataset describes a 4-piece molecular cluster, C4H16NO4 overall in a non-equilibrium geometry. The level of theory is ωB97M-V/def2-TZVPD.

```
25
C4H16NO4, DFT ωB97M-V/def2-TZVPD
C -1.39147 -0.05059 0.84739
C -2.13668 1.02163 -0.03627
C -1.18850 2.28316 -0.35773
C -0.50884 2.15163 -1.70175
O 0.69412 2.24529 -1.70585
N -0.13606 -0.54216 0.24505
H -1.36843 0.32832 1.87642
H -2.03361 -0.98903 0.97816
H -2.49547 0.63445 -0.97290
H -2.96041 1.44379 0.54987
H -1.93258 3.07946 -0.41698
H -0.45731 2.41651 0.44283
H -1.10989 1.98310 -2.62658
H 0.30167 -1.04064 1.05754
H 0.55832 0.21438 -0.03438
H -0.31735 -1.20536 -0.50165
H 2.89031 -0.87151 -0.52455
H 2.42331 0.44737 -1.12251
O 2.13308 -0.27626 -0.54588
H 2.43168 -0.54876 2.11129
H 1.78763 -1.87722 2.72303
O 1.78332 -1.25913 1.98816
H 0.63036 -3.47138 -0.16366
H 1.68148 -3.10277 -1.09621
O 0.72131 -3.01429 -1.01281
```

Output
Calculated total energy = -517.4654 hartree
Relative energy (zero: lowest compared OMol25 entry of this formula, charge and spin) = 1.330 eV
Multiplicity = 1
Gap between HOMO and LUMO = 10.258 eV
Net charge = +1



Entry 3:
This record from the OMol25 dataset describes one molecule with the formula C7H9Cl in a non-equilibrium geometry. The level of theory is ωB97M-V/def2-TZVPD.

```
17
C7H9Cl, DFT ωB97M-V/def2-TZVPD
C -0.33332 -1.55135 -0.06541
C -0.50736 -0.80460 -1.16780
C -0.13218 0.60559 -1.22999
C -0.84094 1.17156 0.09651
C 0.29905 0.52903 0.87237
C 1.28095 0.71146 -0.35442
C 0.05329 -0.98563 1.24743
H -0.82710 -1.24987 -2.07551
H -0.12809 1.06464 -2.21724
H -1.93874 0.93593 0.28390
H -0.78103 2.30895 0.24164
H 0.80645 1.12824 1.64900
H 1.50372 1.77894 -0.22258
H 2.18065 -0.01780 -0.54608
H -0.73331 -1.11870 1.97018
H 1.09572 -1.37209 1.59628
Cl -0.99776 -3.13432 -0.07828
```

Output
Calculated total energy = -732.2368 hartree
Structure (SMILES) = ClC1=C[C@H]2C[C@@H](C1)C2
Relative energy (zero: lowest compared OMol25 entry of this formula, charge and spin) = 1.477 eV
Multiplicity = 1
Gap between HOMO and LUMO = 9.632 eV



Entry 4:
This record from the OMol25 dataset describes a 6-piece molecular cluster, C10H30IO8 overall in a non-equilibrium geometry. The level of theory is ωB97M-V/def2-TZVPD.

```
49
C10H30IO8, DFT ωB97M-V/def2-TZVPD
I -0.66071 -0.05040 -0.24214
C -0.62879 3.77754 2.48743
C -1.51908 4.20186 1.37500
O -0.95817 3.55759 0.25833
H -1.06192 4.00113 3.46236
H 0.35397 4.22947 2.35307
H -0.59632 2.69258 2.58705
H -1.59450 5.28345 1.26282
H -2.48474 3.73720 1.57427
H -0.92373 2.60853 0.39863
C 2.32170 -2.27461 2.33371
C 0.95938 -2.25691 2.99405
O 0.00420 -2.79203 2.11742
H 2.97688 -1.78386 3.05344
H 2.16281 -1.76974 1.38084
H 2.57066 -3.29420 2.03951
H 0.72167 -1.20058 3.11959
H 0.86815 -2.64656 4.00793
H -0.19660 -2.28631 1.32652
C 1.20615 -2.37688 -3.77335
C 2.27732 -2.10523 -4.83393
O 1.51845 -1.75858 -6.05252
O 0.28925 -1.35803 -3.60508
H 1.68896 -2.31537 -2.79804
H 0.76125 -3.36890 -3.69548
H 2.79663 -3.02196 -5.11325
H 2.90170 -1.29184 -4.46430
H 1.97293 -2.24377 -6.74508
H -0.07177 -1.44064 -2.71940
C -3.98530 -0.65691 4.55346
C -3.16461 -1.17036 3.28705
O -3.52890 -0.51577 2.07894
O -3.48515 -1.37104 5.70474
H -5.06922 -0.76852 4.52603
H -3.72360 0.38228 4.75268
H -3.36937 -2.23201 3.14893
H -2.07848 -1.19399 3.37573
H -2.70162 -0.36893 1.61456
H -3.20189 -2.27042 5.52446
C 2.28460 1.32440 -3.32239
C 1.27075 2.31218 -2.84169
O -0.03126 1.81833 -3.24462
O 2.37438 1.19434 -4.74741
H 2.08027 0.39364 -2.79321
H 3.28219 1.70523 -3.10356
H 1.49177 3.25552 -3.34105
H 1.15805 2.46205 -1.76794
H -0.47056 1.74389 -2.39428
H 3.21225 1.50315 -5.09984
```

Output
Calculated total energy = -1298.5950 hartree
Relative energy (zero: lowest compared OMol25 entry of this formula, charge and spin) = 0.000 eV
Multiplicity = 1
Gap between HOMO and LUMO = 8.116 eV
Net charge = -1



Entry 5:
This record from the OMol25 dataset describes one molecule with the formula C3H2F2N2O in a non-equilibrium geometry. The level of theory is ωB97M-V/def2-TZVPD.

```
10
C3H2F2N2O, DFT ωB97M-V/def2-TZVPD
C 0.48542 -0.01309 1.73208
C -0.51176 -0.17301 -0.11847
C -1.47163 -0.52867 -1.24866
N -0.48245 -0.58532 1.14376
N 0.55965 0.74747 -0.29567
O 1.11134 0.83342 0.92185
F -1.12244 -1.78310 -1.70541
F -1.20032 0.29777 -2.27875
H 0.72840 -0.29550 2.79064
H -2.62734 -0.58334 -0.99000
```

Output
Calculated total energy = -499.9307 hartree
Structure (SMILES) = FC(F)c1ncon1
Relative energy (zero: lowest compared OMol25 entry of this formula, charge and spin) = 0.969 eV
Multiplicity = 1
Gap between HOMO and LUMO = 11.298 eV



Entry 6:
This record from the OMol25 dataset describes C5H6O2 as an isolated structure in a non-equilibrium geometry. The level of theory is ωB97M-V/def2-TZVPD.

```
13
C5H6O2, DFT ωB97M-V/def2-TZVPD
O -1.41947 -0.94474 -1.51689
C -0.92056 -0.15630 -0.50551
C -0.00870 -0.86705 0.59330
O 1.06007 -0.84817 -0.39982
C 0.52913 0.47299 -0.69744
C 0.75948 1.21396 0.61795
C 0.38913 0.28961 1.50703
H -0.73795 -1.23947 -2.11857
H -1.76455 0.45650 -0.20816
H -0.22941 -1.84996 1.01083
H 0.88751 0.90357 -1.63473
H 1.11284 2.22995 0.76155
H 0.34247 0.33912 2.59046
```

Output
Calculated total energy = -344.4988 hartree
Relative energy (zero: lowest compared OMol25 entry of this formula, charge and spin) = 2.805 eV
Multiplicity = 1
Gap between HOMO and LUMO = 10.682 eV